Record 1
This record from the OMol25 dataset describes a structure of composition C44H33N5NiO3PS at a distorted geometry. The level of theory is ωB97M-V/def2-TZVPD.

Element x y z (Å)
C 1.804 0.928 3.237
N 3.258 5.000 -3.190
C -1.295 1.663 2.885
C 2.494 -0.129 0.292
H 0.589 -1.562 -0.467
C 3.749 3.164 -1.909
N 4.982 3.578 -2.134
H -2.696 5.070 4.064
H -2.132 -3.363 -0.411
H 0.618 -2.243 3.428
H 3.717 1.577 3.954
C 3.038 0.740 3.841
C 3.866 0.095 0.219
O -2.653 -0.683 -3.667
O -0.295 -1.881 -0.686
H -2.990 2.532 0.219
C 4.313 1.176 -0.499
C -2.507 -4.446 -4.093
H -3.011 -2.451 5.708
H -1.300 -0.865 4.918
H -0.276 -0.922 -4.380
C 0.994 2.533 -1.645
C -3.397 -4.929 -3.138
C 0.341 4.436 -2.964
H -0.808 -3.227 -4.503
O -2.537 -0.108 -1.415
C -1.495 -3.575 -3.745
C 0.718 -1.173 -4.028
H -1.781 4.597 -3.253
H -3.029 1.031 0.868
C -2.906 -2.258 4.647
C 1.347 3.665 -2.382
H -3.925 -4.924 -1.056
H 1.699 -0.252 -5.693
C -3.595 -2.667 2.377
C -3.258 -4.530 -1.813
H -3.271 4.215 1.822
H 5.367 1.408 -0.596
H 4.263 -1.980 -2.729
H 1.525 1.910 2.870
C -0.295 -2.272 -2.007
C 0.863 -1.859 -2.820
N -0.287 2.156 -1.501
C -2.135 2.408 2.057
H -4.497 -3.587 4.091
C 2.019 1.698 -1.000
H 2.127 -0.968 0.874
C 1.298 -1.405 3.539
H 3.976 -0.776 -4.878
C 1.832 -0.783 -4.759
C 2.540 -1.594 4.133
N 1.589 0.640 -0.291
C -2.586 -0.408 -2.546
C 3.375 1.999 -1.125
H 0.611 5.322 -3.525
H -2.498 -1.588 0.867
C -1.940 -1.369 4.202
C 2.157 -2.130 -2.361
C -2.627 3.636 2.477
H 2.293 -2.694 -1.442
C -1.795 -1.121 2.836
C 3.270 -1.739 -3.092
C 0.914 -0.140 3.098
H -4.230 -3.183 1.667
C -2.624 -1.777 1.929
C -2.255 -3.649 -1.446
H -1.270 3.727 5.578
S 4.857 4.900 -3.044
C 3.110 -1.067 -4.297
C -0.966 4.036 -2.816
H -2.601 -4.766 -5.124
C 2.759 3.981 -2.516
N -2.464 1.869 0.772
C 3.407 -0.521 4.293
Ni -0.630 0.654 -0.064
H 4.367 -0.668 4.773
C -1.511 3.360 4.589
H -4.184 -5.614 -3.424
P -0.632 0.113 2.165
C -1.346 -3.145 -2.408
H 2.829 -2.581 4.474
C -3.736 -2.903 3.736
C -2.307 4.113 3.738
H -2.246 2.527 -1.980
C -1.228 2.883 -2.086
H -0.370 1.565 4.821
C -1.010 2.140 4.162
H 4.548 -0.572 0.728

Summary:
2S+1: 3
Molecular weight (g mol⁻¹): 801.5
Total charge: +1



Record 2
This record from the OMol25 dataset describes a structure of composition C44H33O5P2RhS4Sb at a distorted geometry. The level of theory is ωB97M-V/def2-TZVPD.

Element x y z (Å)
C -1.759 3.564 -2.033
C 0.594 -0.873 -2.730
C 1.621 -0.995 -3.669
C 1.474 2.554 -2.141
C -1.195 3.271 0.893
H -0.901 6.472 1.954
S -0.117 -2.207 4.240
Rh 0.263 0.182 0.844
H 0.242 -2.797 1.383
C 3.344 -1.867 3.181
H -3.844 3.535 2.975
H -1.122 -5.525 -2.511
C -2.320 1.264 -2.268
C -0.810 -4.930 -1.663
O 1.851 -0.886 1.629
H 5.084 -3.860 -0.814
H -4.279 3.184 -4.249
C 4.304 -1.645 4.156
H 5.491 0.404 -0.829
S -1.806 -0.615 1.371
C -0.566 -4.651 0.713
O 4.131 -5.408 2.569
O -3.191 -1.160 -2.765
O 5.725 -5.031 4.193
H 0.723 2.215 -2.845
C -2.442 5.108 2.560
H -2.732 1.898 1.517
H 4.191 3.694 0.346
P -0.429 2.038 -0.197
Sb -1.293 -0.359 3.804
H -1.387 -6.400 -0.216
H -2.842 4.946 -3.250
C 3.198 -3.129 2.586
H 4.365 -0.661 4.603
H 1.962 3.088 1.178
H 2.196 -0.849 -5.725
C 2.741 2.876 -2.604
H -1.179 4.350 -1.568
C 4.867 -0.479 -0.855
C 3.256 -2.745 -0.898
C -1.553 2.235 -1.644
C 4.047 -4.109 3.012
H 2.610 -1.292 -3.351
C 5.000 -6.050 3.499
H 5.923 -2.493 5.332
H 0.201 4.855 0.469
C 5.170 -2.659 4.576
C 2.439 -0.753 2.777
C 3.717 3.296 -1.710
H -3.918 0.804 -3.593
H -1.912 -0.021 -4.849
H -2.920 5.819 3.219
H -0.694 -5.014 1.724
P 0.885 -1.260 -0.967
S -2.071 -0.499 -2.042
C -0.686 4.559 1.015
H 4.705 3.551 -2.070
C -0.264 -3.670 -1.868
C 2.681 -1.484 -0.916
S 0.346 1.376 2.770
C -3.314 1.601 -3.182
H 5.703 -6.679 2.956
H -0.071 -0.192 -6.493
C -2.340 2.904 1.597
C -0.956 -5.420 -0.374
C -3.508 2.923 -3.536
H 2.632 -3.629 -0.907
C 5.443 -1.747 -0.825
H 2.964 2.794 -3.659
C -0.910 -0.269 -4.525
C -2.959 3.826 2.425
H 3.050 0.642 -0.900
C -0.029 -3.389 0.517
C 1.174 2.652 -0.781
C 0.131 -2.897 -0.780
C 2.166 3.052 0.114
H 2.447 -3.306 1.837
H 6.519 -1.851 -0.777
C 3.428 3.383 -0.355
C 3.492 -0.348 -0.899
O 2.409 0.280 3.443
C -2.707 3.909 -2.977
C 4.641 -2.873 -0.849
H -0.159 -3.297 -2.879
C 0.119 -0.379 -5.444
C 1.387 -0.744 -5.013
C -1.308 5.475 1.853
C 5.008 -3.885 3.980
C -0.662 -0.507 -3.181
H 4.407 -6.623 4.220

Summary:
2S+1: 2
Molecular weight (g mol⁻¹): 1056.6



| no. | energy (hartree) |
| --- | --- |
| 1 | -4443.77730 |
| 2 | -4699.01798 |